The following is a quantum chemistry calculation of C24H19FN2O3 in the gas phase at a distorted geometry, from the OMol25 dataset.

Results
- Orbital gap: 8.32 eV
- Total energy: -37035.7290 eV
- Structure (SMILES): O=C(/C=C/c1ccccc1)N[C@H]1C(=O)N(c2ccc(F)cc2)[C@@H]1c1ccc(O)cc1
- E_LUMO: -0.21 eV
- Energy above the lowest of the compared OMol25 structures with the same formula, charge and spin: 71.7 kJ/mol

```
! RIJCOSX wB97M-V def2-TZVPD def2/J DEFGRID3
* xyz 0 1
F -7.0983 -1.2089 1.6976
O 1.8992 -6.3634 1.5991
O 1.6223 -0.0816 -0.8027
O -0.9972 1.1097 3.4317
N -1.5356 -0.8445 2.2364
N 0.6849 1.0775 0.8414
C 0.0398 -2.6352 1.2894
C -0.7401 0.1407 2.7411
C -5.2036 -0.3670 2.9716
C -4.9115 -1.7064 1.0059
C 3.2439 4.4953 -5.3451
C 1.2456 -5.1730 1.4706
C 0.3686 -4.7682 2.4592
C 1.2382 0.9965 -0.4300
C 1.4686 2.2544 -1.2201
C 2.2872 3.5182 -3.3140
C 2.9256 5.8742 -3.3755
C -2.9320 -0.8853 2.1538
C -0.2760 -3.5020 2.3963
C 0.3824 -0.0685 1.7213
C 1.8633 2.2956 -2.5535
C -5.7555 -1.0992 1.8974
C -0.5574 -1.2012 1.1976
C 1.5451 -4.3351 0.3608
C 3.3617 5.7063 -4.7071
C -3.5208 -1.6399 1.1189
C 0.9409 -3.0968 0.3019
C 2.7497 3.4134 -4.6287
C 2.3985 4.7726 -2.6738
C -3.7918 -0.2635 3.0953
H 2.3582 -6.5265 0.7710
H -0.8442 -0.9872 0.1629
H 3.0714 6.8119 -2.8773
H 2.1332 4.8823 -1.6505
H 1.2167 -2.4812 -0.5640
H -5.9485 0.1014 3.6013
H 1.3231 3.1855 -0.6638
H 3.5692 4.3335 -6.3561
H 3.7945 6.5371 -5.2542
H -3.3751 0.2184 3.9737
H 0.2289 -5.3930 3.3235
H 2.7025 2.4270 -5.0942
H 1.3113 -0.5312 2.1739
H 1.9436 1.3222 -3.0414
H -2.8914 -2.2016 0.3908
H 0.3734 1.9957 1.1239
H -5.2843 -2.3361 0.2296
H 2.2544 -4.6114 -0.3998
H -0.8827 -3.1615 3.2141
*
```